This record from the Open Molecules 2025 dataset describes 3 unconnected molecules or ions with the total composition C5H16N2S in a non-equilibrium geometry. The level of theory is ωB97M-V/def2-TZVPD.

Properties
- Total charge: 0
- ΔE to the lowest compared entry with this formula, charge and spin: 101.71 kcal per mole
- HOMO: -9.0 eV
- Gap between HOMO and LUMO: 0.2383 Eh
- LUMO level: -0.0919 Eh

CARTESIAN COORDINATES (ANGSTROEM)
C: 2.41916 -1.95796 1.90198
C: 0.93024 -1.82410 1.72999
S: 0.58175 -1.36681 -0.05063
N: 3.15836 -0.72484 1.56122
H: 2.79538 -2.74594 1.21890
H: 2.64763 -2.24157 2.92174
H: 0.58866 -0.99457 2.39094
H: 0.48619 -2.86938 1.88144
H: 2.86922 0.01049 2.22773
H: 2.68356 -0.41804 0.68836
C: -2.07018 0.24805 -1.87065
C: -1.03387 1.16922 -1.28066
C: -1.27213 2.59283 -1.74396
N: -1.02149 1.14243 0.16984
H: -1.83961 -0.85999 -1.80507
H: -2.99667 0.44281 -1.27620
H: -2.28417 0.51944 -2.95941
H: -0.05985 0.82446 -1.72333
H: -2.31898 2.79459 -1.47217
H: -1.15449 2.75373 -2.80184
H: -0.59083 3.30387 -1.27886
H: -1.58833 -1.46469 0.73714
H: -0.86028 0.14274 0.42652
H: -0.06926 1.52319 0.40700

This record from the Open Molecules 2025 dataset describes a single C17H17BrN2O molecule in a non-equilibrium geometry. The level of theory is ωB97M-V/def2-TZVPD.

Properties
- Total charge: 0
- SMILES: C/C(=N\NC(=O)CCc1ccccc1)c1ccc(Br)cc1
- ΔE to the lowest compared entry with this formula, charge and spin: 17.09 kcal per mole
- HOMO: -8.3 eV
- Gap between HOMO and LUMO: 0.3234 Eh
- LUMO level: 0.0173 Eh

CARTESIAN COORDINATES (ANGSTROEM)
C: 0.37685 1.73944 1.58854
C: -0.14285 0.47928 0.94444
N: 0.05982 -0.70739 1.36421
N: 0.76084 -0.98716 2.46946
C: 1.06576 -2.28903 2.78639
O: 0.67429 -3.23609 2.15363
C: 1.98215 -2.39154 3.99290
C: 3.45034 -2.28521 3.53451
C: 3.71486 -0.96690 2.86388
C: 3.66207 -0.85285 1.47942
C: 3.84622 0.37346 0.86565
C: 4.08756 1.50359 1.62940
C: 4.14616 1.40058 3.00947
C: 3.95865 0.17315 3.62147
C: -0.96350 0.58420 -0.26658
C: -1.14606 -0.54512 -1.07014
C: -1.91407 -0.48662 -2.21378
C: -2.51486 0.71276 -2.56310
Br: -3.57241 0.80913 -4.14444
C: -2.36194 1.84298 -1.77964
C: -1.58723 1.77552 -0.63673
H: 0.56575 2.49669 0.83304
H: 1.31351 1.55548 2.11404
H: -0.34982 2.12983 2.30183
H: 1.17289 -0.23986 3.02751
H: 1.82293 -3.36368 4.45950
H: 1.75775 -1.60604 4.71661
H: 3.65761 -3.10256 2.84238
H: 4.09690 -2.39762 4.40734
H: 3.46719 -1.73076 0.88095
H: 3.79799 0.44794 -0.21046
H: 4.23094 2.46133 1.15152
H: 4.33761 2.27783 3.61035
H: 4.00637 0.09700 4.69912
H: -0.67393 -1.46724 -0.77258
H: -2.04787 -1.36111 -2.83182
H: -2.84545 2.76678 -2.05882
H: -1.49284 2.65992 -0.02603

This record from the Open Molecules 2025 dataset describes a molecular structure, C20H37Cl28NO4 in a non-equilibrium geometry. The level of theory is ωB97M-V/def2-TZVPD.

Properties
- Total charge: 0
- HOMO: -8.5 eV
- Gap between HOMO and LUMO: 0.3200 Eh
- LUMO level: 0.0062 Eh

CARTESIAN COORDINATES (ANGSTROEM)
C: 2.76725 0.29232 1.42037
C: 3.90819 -0.68733 1.35628
O: 5.03535 -0.38932 1.61064
O: 3.64291 -1.99931 1.05288
C: 2.54773 -2.29789 0.18911
N: 1.31527 -2.37855 1.00272
C: 1.53723 -3.33533 2.06678
O: 1.73654 -2.99437 3.18689
O: 1.57926 -4.65379 1.69117
C: 0.09574 -2.72574 0.25183
Cl: 0.07608 -1.91351 -1.32281
C: -1.13283 -2.32655 1.13696
C: -2.11230 -1.32073 0.56630
Cl: -1.98049 -3.84071 1.63921
H: 3.17070 1.29453 1.58347
H: 2.07114 0.03545 2.22878
H: 2.17299 0.30063 0.49488
H: 2.44100 -1.51069 -0.55916
H: 2.80918 -3.25891 -0.28057
H: 0.68304 -5.03214 1.68593
H: 0.00562 -3.79693 0.03349
H: -0.74354 -1.87862 2.06023
H: -2.88978 -1.14599 1.32282
H: -2.61435 -1.65198 -0.35105
H: -1.60508 -0.35608 0.41682
C: 0.85894 -0.16977 -2.25362
Cl: -0.73582 -0.79459 -2.72019
Cl: 0.85569 0.49826 -0.61493
H: 1.56828 -0.98646 -2.29063
H: 1.13276 0.61605 -2.94372
C: 4.17904 1.51082 -3.78026
Cl: 3.99104 0.45396 -2.37355
Cl: 2.67884 2.36665 -4.16911
H: 4.94468 2.24419 -3.55572
H: 4.45663 0.90664 -4.63524
C: -0.90748 3.74723 -5.99838
Cl: -0.79233 2.55700 -4.69587
Cl: -0.59461 5.39051 -5.43097
H: -0.17082 3.49841 -6.75330
H: -1.90964 3.70857 -6.40847
C: -1.53624 3.31457 -2.44791
Cl: -0.86900 4.55140 -1.37629
Cl: -2.81973 2.38202 -1.66409
H: -1.95127 3.80299 -3.32174
H: -0.73939 2.63377 -2.72464
C: 6.56166 -2.54588 -3.56794
Cl: 6.47756 -0.92738 -4.27626
Cl: 4.98933 -2.99370 -2.90367
H: 6.84243 -3.25973 -4.33317
H: 7.28773 -2.53063 -2.76300
C: -5.52769 1.33485 1.80316
Cl: -5.62146 1.56769 0.05293
Cl: -3.88978 0.87047 2.27530
H: -5.76855 2.27019 2.29591
H: -6.21827 0.55041 2.08992
C: 2.42591 -6.26250 -2.28943
Cl: 1.25660 -4.93025 -2.24882
Cl: 3.66402 -5.92198 -3.49649
H: 2.89876 -6.33410 -1.31617
H: 1.90985 -7.18099 -2.54276
C: -6.62535 5.09481 1.27530
Cl: -6.82631 4.55310 2.95147
Cl: -5.77607 6.64019 1.17841
H: -6.04681 4.35254 0.73689
H: -7.60838 5.21282 0.83526
C: -0.70315 -2.14826 5.28416
Cl: -0.99193 -2.39224 7.00941
Cl: -2.02798 -1.25322 4.51545
H: 0.21258 -1.58504 5.15870
H: -0.62399 -3.11478 4.80318
C: -2.02287 2.62917 4.88585
Cl: -3.28338 3.86796 4.83387
Cl: -0.81534 2.85835 3.61381
H: -1.52468 2.67924 5.84684
H: -2.48963 1.66184 4.74118
C: 7.67100 -3.02411 1.99345
Cl: 7.66301 -2.42307 0.33079
Cl: 9.29671 -3.47164 2.53160
H: 7.29061 -2.23963 2.63496
H: 7.03814 -3.90209 2.04126
C: -4.83896 -5.02733 -1.66072
Cl: -3.39877 -4.01381 -1.51167
Cl: -6.32852 -4.09294 -1.48356
H: -4.83658 -5.48872 -2.64111
H: -4.81000 -5.77797 -0.87947
C: -4.29853 10.20966 1.78712
Cl: -5.45573 11.54637 1.79326
Cl: -3.10393 10.36560 0.49428
H: -3.77800 10.20154 2.73727
H: -4.84484 9.28651 1.63749

This record from the Open Molecules 2025 dataset describes a gas-phase ion, C9H20N6 (charge +2) in a non-equilibrium geometry. The level of theory is ωB97M-V/def2-TZVPD.

Properties
- Total charge: +2
- SMILES: CN(C)C1=NC[N+](C/C=N/[NH+](C)C)=CN1
- ΔE to the lowest compared entry with this formula, charge and spin: 8.20 kcal per mole
- HOMO: -14.7 eV
- Gap between HOMO and LUMO: 0.2979 Eh
- LUMO level: -0.2410 Eh

CARTESIAN COORDINATES (ANGSTROEM)
C: 4.27969 -0.99374 -1.05168
N: 3.56157 -0.49798 0.13749
C: 4.15500 -0.52618 1.47281
C: 2.28847 -0.05299 -0.06154
N: 1.72746 0.22163 -1.15879
C: 0.51510 0.84210 -1.27347
N: 0.05442 1.53261 -0.02723
C: -1.15127 2.28280 0.21498
C: -2.44183 1.50530 0.13001
N: -2.36973 0.26145 -0.11529
N: -3.53840 -0.43219 -0.16740
C: -3.47609 -1.24037 -1.51252
C: -3.55138 -1.41180 0.94950
C: 0.61418 1.11020 1.06131
N: 1.57398 0.23251 1.17705
H: 3.79047 -0.69124 -1.93002
H: 5.31956 -0.62375 -1.08870
H: 4.56647 -2.10659 -0.97395
H: 3.97880 0.38802 1.92983
H: 3.70328 -1.41936 1.98141
H: 5.17626 -0.76272 1.31001
H: 0.76261 1.64985 -2.11167
H: -0.37851 0.15936 -1.66761
H: -1.28471 2.91178 -0.67458
H: -1.20611 2.89592 1.20005
H: -3.31285 2.05430 0.26458
H: -4.41024 0.27610 -0.17933
H: -4.29182 -1.90526 -1.64150
H: -3.59450 -0.54325 -2.31583
H: -2.49192 -1.65833 -1.73094
H: -2.61027 -1.68528 1.34321
H: -4.18431 -1.05879 1.76018
H: -4.14701 -2.29114 0.70645
H: 0.26130 1.47766 2.00808
H: 2.11230 0.09939 2.03507

This record from the Open Molecules 2025 dataset describes a single C6H7NS molecule in a non-equilibrium geometry. The level of theory is ωB97M-V/def2-TZVPD.

Properties
- Total charge: 0
- ΔE to the lowest compared entry with this formula, charge and spin: 8.99 kcal per mole
- HOMO (spin up / spin down): -7.5 / -9.2 eV
- Gap between HOMO and LUMO (spin up / spin down): 0.3066 / 0.2746 Eh
- Spin multiplicity: 3
- LUMO level (spin up / spin down): 0.0311 / -0.0642 Eh
- Expectation value of S²: 2.014

CARTESIAN COORDINATES (ANGSTROEM)
C: 2.42329 1.31703 -0.17899
C: 0.95408 -0.25101 0.51610
C: 1.90968 -1.03947 -0.06135
C: -0.42220 -0.67035 1.03842
C: -1.55438 0.02158 0.35376
C: -1.81893 -0.20753 -1.04057
N: 1.25814 1.12275 0.35935
S: 3.21112 -0.12222 -0.61394
H: 2.67830 2.30443 -0.55269
H: -0.55887 -1.72978 0.88425
H: -0.38102 -0.47793 2.08008
H: -2.23605 0.39766 1.20611
H: -2.61451 0.43033 -1.36000
H: -1.94450 -1.29560 -1.18886
H: -0.90415 0.20012 -1.44166

This record from the Open Molecules 2025 dataset describes a molecular structure, C14H20BN6O4OsS2 in a non-equilibrium geometry. The level of theory is ωB97M-V/def2-TZVPD.

Properties
- Total charge: -1
- ΔE to the lowest compared entry with this formula, charge and spin: 17.21 kcal per mole
- HOMO (spin up / spin down): -5.4 / -5.3 eV
- Gap between HOMO and LUMO (spin up / spin down): 0.2781 / 0.2746 Eh
- LUMO level (spin up / spin down): 0.0798 / 0.0791 Eh

CARTESIAN COORDINATES (ANGSTROEM)
Os: 0.80425 -0.47397 1.66741
C: -0.04307 -2.14677 -3.58365
C: -1.08212 -2.36452 -2.55112
N: -2.32441 -2.63255 -2.78355
N: -2.87929 -2.76339 -1.54035
C: -2.01262 -2.59078 -0.52027
S: -2.30728 -2.70787 1.10673
N: -0.83494 -2.32034 -1.19305
N: 0.36794 -1.95046 -0.59198
H: -0.51782 -2.18869 -4.56055
H: 0.72339 -2.92153 -3.52370
H: 0.44369 -1.18155 -3.45085
H: -3.83976 -3.02832 -1.42911
H: 0.80234 -1.20955 -1.15784
H: 0.97888 -2.75571 -0.50295
C: -3.38372 4.29860 0.38362
C: -2.14536 3.55702 -0.03568
C: -2.16548 2.17220 -0.19044
C: -1.02199 1.48219 -0.54826
C: 0.16709 2.17141 -0.75654
C: 0.20401 3.54715 -0.61056
C: -0.95044 4.22997 -0.25336
S: 1.66368 1.28024 -1.15033
O: 1.23710 0.23295 -2.07337
O: 2.58843 2.27126 -1.64738
N: 2.18817 0.55999 0.16121
C: 2.82913 1.48931 1.10010
C: 1.81056 2.13471 2.04840
O: 1.94289 3.22650 2.54376
O: 0.75273 1.35964 2.30978
H: -4.28234 3.80930 0.00706
H: -3.37238 5.32469 0.01609
H: -3.46234 4.33839 1.47237
H: -3.08420 1.62381 -0.01657
H: -1.05465 0.40454 -0.65000
H: 1.13591 4.07176 -0.76810
H: -0.91470 5.30641 -0.13155
H: 3.40240 2.26697 0.59670
H: 3.51753 0.90322 1.71732
C: -0.36602 -1.02946 2.97990
H: -1.14584 -0.35828 3.36381
H: -0.39454 -2.01157 3.46074
B: 2.90283 -4.72831 1.90327
C: 2.22527 -3.30108 1.88197
N: 1.72100 -2.26464 1.80000
H: 2.18848 -5.46381 2.54195
H: 2.99605 -5.07547 0.74470
H: 3.99154 -4.59361 2.41421

| no. | E (eV) |
| --- | --- |
| 1 | -19255.3845 |
| 2 | -92975.0338 |
| 3 | -381640.4039 |
| 4 | -18578.8900 |
| 5 | -18655.6461 |
| 6 | -56786.6956 |